# 1
{"formula": "C47H41NO11S", "method": "ωB97M-V with the def2-TZVPD basis set", "e_lumo_ev": -1.86, "homo_ha": -0.336, "charge": 0, "smiles": "CC(=O)OCCCCCCc1ccc2c(c1)C(=O)N(CCCS(=O)(=O)O)C2=O.O=C1c2ccccc2C(=O)c2ccccc21.O=C1c2ccccc2C(=O)c2ccccc21", "total_energy_ha": -3095.5771, "molar_mass_g_mol": 827.91, "elements": ["C", "C", "O", "O", "C", "C", "C", "C", "C", "C", "C", "C", "C", "C", "C", "C", "C", "O", "N", "C", "C", "C", "S", "O", "O", "O", "C", "O", "H", "H", "H", "H", "H", "H", "H", "H", "H", "H", "H", "H", "H", "H", "H", "H", "H", "H", "H", "H", "H", "H", "H", "H", "H", "O", "C", "C", "C", "C", "C", "C", "C", "C", "O", "C", "C", "C", "C", "C", "C", "H", "H", "H", "H", "H", "H", "H", "H", "O", "C", "C", "C", "C", "C", "C", "C", "C", "O", "C", "C", "C", "C", "C", "C", "H", "H", "H", "H", "H", "H", "H", "H"], "positions_angstrom": [[3.084, -1.068, 5.542], [3.363, 0.566, 5.406], [3.627, 1.210, 6.557], [3.289, 1.302, 4.123], [4.650, 1.566, 3.587], [4.840, 0.817, 2.106], [3.709, -0.366, 1.893], [3.959, -1.265, 0.528], [3.277, -2.788, 0.629], [1.689, -2.633, 0.272], [0.646, -3.098, 1.443], [1.013, -3.666, 2.933], [-0.126, -4.110, 4.075], [-1.702, -3.939, 3.655], [-2.119, -3.351, 2.183], [-0.979, -2.931, 1.083], [-3.757, -3.283, 2.168], [-4.641, -3.234, 1.162], [-4.072, -3.344, 3.658], [-4.441, -2.050, 4.348], [-3.825, -0.694, 3.662], [-4.863, 0.063, 2.611], [-4.012, 0.908, 1.171], [-5.096, 1.761, 0.405], [-2.909, 1.934, 1.588], [-3.334, -0.146, 0.014], [-3.104, -4.252, 4.445], [-3.384, -5.093, 5.464], [3.073, -1.427, 6.657], [3.951, -1.623, 4.957], [2.085, -1.350, 4.995], [5.496, 1.232, 4.331], [4.746, 2.724, 3.403], [4.715, 1.658, 1.270], [5.927, 0.388, 2.026], [2.626, 0.128, 1.853], [3.804, -1.088, 2.838], [5.124, -1.322, 0.335], [3.455, -0.666, -0.354], [3.787, -3.460, -0.196], [3.520, -3.166, 1.708], [1.470, -1.480, 0.053], [1.416, -3.184, -0.751], [2.128, -3.776, 3.267], [0.159, -4.500, 5.146], [-1.346, -2.506, 0.033], [-5.601, -1.917, 4.512], [-3.970, -2.115, 5.443], [-3.668, 0.085, 4.553], [-2.773, -0.823, 3.164], [-5.708, -0.632, 2.198], [-5.405, 0.923, 3.235], [-3.788, -1.039, 0.017], [3.620, -3.445, -2.940], [4.070, -3.898, -3.985], [3.382, -5.006, -4.678], [2.196, -5.528, -4.145], [1.519, -6.548, -4.814], [2.021, -7.049, -6.016], [3.212, -6.542, -6.539], [3.897, -5.523, -5.866], [5.165, -5.006, -6.418], [5.645, -5.498, -7.433], [5.842, -3.885, -5.737], [7.026, -3.363, -6.273], [7.655, -2.282, -5.654], [7.105, -1.719, -4.503], [5.932, -2.247, -3.959], [5.301, -3.337, -4.575], [1.795, -5.139, -3.210], [0.596, -6.949, -4.401], [1.487, -7.835, -6.544], [3.601, -6.941, -7.475], [7.459, -3.794, -7.174], [8.573, -1.875, -6.074], [7.590, -0.870, -4.026], [5.510, -1.804, -3.058], [-4.300, 5.378, -2.329], [-4.633, 6.276, -1.566], [-4.696, 6.035, -0.110], [-4.354, 4.776, 0.400], [-4.373, 4.553, 1.778], [-4.731, 5.582, 2.648], [-5.090, 6.832, 2.140], [-5.079, 7.057, 0.758], [-5.477, 8.377, 0.229], [-5.865, 9.258, 0.988], [-5.394, 8.624, -1.224], [-5.735, 9.884, -1.732], [-5.628, 10.137, -3.101], [-5.181, 9.136, -3.963], [-4.855, 7.875, -3.460], [-4.966, 7.617, -2.087], [-4.067, 3.970, -0.272], [-4.102, 3.576, 2.173], [-4.734, 5.412, 3.722], [-5.374, 7.630, 2.825], [-6.080, 10.672, -1.065], [-5.890, 11.118, -3.493], [-5.088, 9.336, -5.028], [-4.509, 7.098, -4.140]], "forces_ev_per_angstrom": [[0.2, 0.4, -1.3], [0.9, 2.8, 5.6], [-1.5, -3.7, -7.6], [1.6, -2.1, 2.8], [1.0, 0.4, -1.1], [-0.7, 0.4, -0.1], [0.3, -0.2, 0.1], [0.0, 0.4, 0.3], [0.6, 1.3, -0.7], [-0.6, 0.3, 0.2], [-3.3, -0.8, 2.5], [-3.3, 0.3, -0.7], [-1.9, 1.5, -4.1], [2.4, 0.5, -2.0], [3.3, -0.5, 0.6], [0.1, -1.5, 3.3], [-1.2, -0.2, -2.3], [5.6, 0.3, 6.4], [-0.1, -0.9, -0.4], [0.1, 0.9, 1.3], [0.0, 1.1, 0.5], [-0.5, -0.8, 1.6], [-0.5, 7.7, -3.2], [3.2, -4.3, 2.9], [-3.0, -5.2, -0.7], [-1.3, -0.1, 2.5], [0.3, -2.4, 2.3], [1.7, 6.2, -6.9], [0.1, 1.2, -2.2], [-1.7, 1.2, 1.2], [1.9, 0.6, 1.1], [-1.8, 0.6, -1.3], [-0.3, -2.3, 0.6], [0.3, -1.9, 1.7], [-2.1, 0.7, 0.2], [2.4, -1.2, 0.3], [-0.4, 1.5, -2.1], [-2.4, -0.1, 0.3], [1.2, -1.3, 1.5], [-1.1, 1.3, 1.9], [-0.7, 0.4, -2.1], [0.3, -2.5, 0.6], [0.6, 1.0, 2.4], [-2.4, 0.3, -0.8], [-0.5, 0.9, -2.5], [1.0, -1.0, 2.6], [2.3, -0.4, -0.6], [-1.1, 0.1, -2.4], [-0.3, -1.8, -2.0], [-2.0, -0.1, 1.0], [1.8, 1.2, 0.5], [1.3, -1.5, -1.9], [0.3, 1.1, 0.1], [0.2, -0.2, -0.4], [-0.5, 0.5, 1.1], [-0.5, -0.4, 0.0], [-0.1, -0.2, -0.2], [0.2, 0.3, 0.1], [0.3, 0.2, 0.0], [-0.3, -0.1, 0.1], [-0.5, -0.4, 0.0], [0.6, -0.6, -1.3], [-0.3, 0.3, 0.7], [0.5, 0.4, 0.0], [0.1, 0.2, 0.1], [-0.2, -0.3, -0.1], [-0.3, -0.2, 0.1], [0.3, 0.1, -0.1], [0.5, 0.5, 0.0], [0.2, 0.0, -0.2], [0.2, 0.1, -0.1], [0.1, 0.1, 0.1], [0.1, 0.2, 0.3], [-0.3, 0.0, 0.2], [-0.2, -0.1, 0.1], [-0.1, -0.2, -0.1], [0.0, -0.2, -0.2], [-0.2, 0.6, 0.4], [0.4, -1.2, -0.8], [0.1, -0.4, 0.5], [0.1, 0.0, 0.2], [-0.1, 0.2, -0.1], [-0.1, 0.3, -0.4], [0.1, -0.2, 0.2], [0.1, -0.3, 0.5], [-0.4, 0.9, 1.1], [0.2, -0.4, -0.5], [-0.1, 0.4, -0.5], [0.0, 0.1, -0.3], [0.0, -0.2, 0.3], [0.1, -0.3, 0.3], [-0.1, 0.3, -0.1], [-0.1, 0.5, -0.5], [-0.1, 0.3, 0.1], [-0.1, 0.4, -0.2], [0.0, 0.1, -0.2], [0.0, -0.1, -0.3], [0.1, -0.3, 0.0], [0.0, -0.2, 0.1], [0.0, -0.1, 0.2], [-0.1, 0.1, 0.3]]}

# 2
{"formula": "C47H42BGeO4PReSi", "method": "ωB97M-V with the def2-TZVPD basis set", "e_lumo_ev": -3.34, "homo_ha": -0.403, "charge": 1, "total_energy_ha": -4927.9352, "molar_mass_g_mol": 999.54, "elements": ["Re", "O", "C", "O", "C", "C", "C", "C", "C", "C", "P", "C", "C", "C", "C", "C", "C", "C", "C", "C", "C", "C", "C", "H", "H", "H", "H", "H", "H", "H", "H", "H", "H", "H", "H", "H", "H", "C", "Si", "C", "C", "H", "H", "H", "H", "H", "H", "H", "H", "H", "O", "B", "O", "C", "C", "C", "C", "C", "C", "H", "H", "H", "H", "C", "Ge", "C", "C", "C", "C", "C", "C", "C", "C", "C", "C", "C", "C", "C", "C", "C", "C", "C", "C", "H", "H", "H", "H", "H", "H", "H", "H", "H", "H", "H", "H", "H", "H", "H"], "positions_angstrom": [[0.170, -1.000, 0.694], [-2.894, -3.121, 1.466], [-2.377, -2.082, 1.744], [-1.037, -1.942, 1.899], [-3.119, -0.822, 2.092], [-4.430, -1.011, 2.514], [-5.187, 0.045, 2.996], [-4.620, 1.305, 3.085], [-3.320, 1.506, 2.643], [-2.562, 0.467, 2.104], [-0.909, 0.971, 1.469], [-0.198, 1.793, 2.916], [-0.146, 1.072, 4.109], [0.406, 1.647, 5.239], [0.913, 2.941, 5.183], [0.863, 3.658, 3.999], [0.306, 3.087, 2.862], [-1.176, 2.239, 0.192], [-0.051, 2.692, -0.498], [-0.155, 3.708, -1.431], [-1.398, 4.250, -1.731], [-2.529, 3.765, -1.094], [-2.421, 2.773, -0.129], [-4.832, -2.015, 2.483], [-6.203, -0.123, 3.327], [-5.180, 2.132, 3.499], [-2.884, 2.493, 2.733], [-0.533, 0.059, 4.151], [0.437, 1.089, 6.165], [1.340, 3.391, 6.070], [1.249, 4.668, 3.957], [0.255, 3.661, 1.945], [0.910, 2.236, -0.312], [0.733, 4.068, -1.935], [-1.486, 5.034, -2.472], [-3.505, 4.156, -1.346], [-3.322, 2.402, 0.334], [4.426, -0.951, 0.667], [3.000, 0.185, 0.316], [2.986, 1.637, 1.467], [3.017, 0.656, -1.475], [5.283, -0.478, 0.175], [4.298, -1.945, 0.245], [4.645, -1.043, 1.731], [3.966, 2.121, 1.388], [2.841, 1.319, 2.498], [2.232, 2.381, 1.226], [3.938, 1.217, -1.669], [2.175, 1.282, -1.759], [3.025, -0.226, -2.117], [2.429, -2.837, 1.810], [1.917, -1.544, 1.814], [2.075, -0.970, 3.077], [2.693, -1.930, 3.850], [3.077, -1.853, 5.171], [3.698, -2.983, 5.694], [3.913, -4.122, 4.920], [3.520, -4.185, 3.586], [2.909, -3.058, 3.082], [2.902, -0.964, 5.760], [4.022, -2.977, 6.725], [4.396, -4.980, 5.367], [3.678, -5.065, 2.980], [0.472, -0.642, -0.974], [-0.254, -0.689, -2.802], [0.774, 0.264, -4.134], [1.539, -0.453, -5.053], [2.275, 0.210, -6.027], [2.252, 1.595, -6.092], [1.489, 2.320, -5.185], [0.754, 1.656, -4.214], [-0.395, -2.574, -3.236], [-1.080, -2.935, -4.397], [-1.273, -4.271, -4.716], [-0.786, -5.263, -3.875], [-0.102, -4.918, -2.719], [0.091, -3.579, -2.405], [-2.038, 0.043, -2.543], [-2.598, 0.990, -3.395], [-3.919, 1.395, -3.227], [-4.691, 0.854, -2.211], [-4.146, -0.098, -1.357], [-2.831, -0.499, -1.531], [1.561, -1.536, -5.013], [2.863, -0.357, -6.737], [2.823, 2.110, -6.852], [1.465, 3.401, -5.241], [0.154, 2.230, -3.517], [-1.474, -2.172, -5.060], [-1.807, -4.539, -5.618], [-0.944, -6.305, -4.120], [0.279, -5.688, -2.062], [0.636, -3.326, -1.500], [-2.012, 1.418, -4.199], [-4.344, 2.131, -3.897], [-5.722, 1.162, -2.091], [-4.748, -0.538, -0.572], [-2.430, -1.273, -0.878]], "forces_ev_per_angstrom": [[0.6, -0.3, 1.0], [-0.1, 0.0, -0.1], [0.3, 0.1, 0.4], [-0.3, -0.1, -0.7], [-0.1, 0.1, -0.1], [0.0, 0.0, 0.0], [0.0, 0.0, 0.0], [0.0, 0.0, 0.0], [0.0, 0.1, 0.0], [0.0, 0.0, 0.0], [0.0, 0.1, -0.2], [0.0, 0.1, 0.0], [0.1, 0.0, 0.0], [0.0, 0.0, 0.0], [0.0, 0.0, 0.0], [0.0, 0.0, 0.0], [-0.1, 0.1, 0.1], [-0.1, 0.0, -0.1], [0.0, 0.0, 0.0], [0.0, 0.0, 0.0], [0.0, 0.0, 0.0], [0.0, 0.0, 0.0], [0.0, -0.1, 0.0], [0.0, 0.0, 0.0], [0.0, 0.0, 0.0], [0.0, 0.0, 0.0], [0.0, 0.0, 0.0], [0.0, 0.0, 0.0], [0.0, 0.0, 0.0], [0.0, 0.0, 0.0], [0.0, 0.0, 0.0], [0.0, 0.0, 0.0], [0.0, 0.0, 0.0], [0.0, 0.0, 0.0], [0.0, 0.0, 0.0], [0.0, 0.0, 0.0], [0.0, 0.0, 0.1], [0.0, -0.1, 0.0], [-1.2, 0.1, -0.1], [0.2, 0.0, 0.0], [0.3, 0.1, -0.1], [0.0, 0.0, 0.1], [0.0, 0.0, -0.1], [0.0, 0.0, 0.0], [0.0, 0.0, 0.0], [0.0, 0.0, 0.0], [0.0, 0.0, 0.0], [0.0, 0.0, 0.0], [0.0, 0.0, 0.0], [0.0, 0.0, 0.0], [-0.1, 0.1, -0.3], [0.5, -0.1, 0.5], [0.0, 0.0, -0.1], [0.0, 0.0, 0.1], [0.0, 0.0, 0.0], [0.0, 0.0, 0.0], [0.0, 0.0, 0.0], [0.0, 0.0, 0.0], [0.0, 0.0, 0.0], [0.0, 0.0, 0.0], [0.0, 0.0, 0.0], [0.0, 0.0, 0.0], [0.0, 0.0, 0.0], [0.1, 0.0, -0.2], [-0.1, -0.1, -0.2], [0.0, 0.1, 0.0], [0.0, 0.0, 0.0], [0.0, 0.0, 0.0], [0.0, 0.0, 0.0], [0.0, 0.0, 0.0], [0.0, 0.0, 0.0], [0.0, 0.0, 0.0], [0.0, 0.0, 0.0], [0.0, 0.0, 0.0], [0.0, 0.0, 0.0], [0.0, 0.0, 0.0], [0.0, 0.0, 0.0], [-0.1, -0.1, 0.0], [0.0, 0.1, 0.0], [0.0, 0.0, 0.0], [0.0, 0.0, 0.0], [0.0, 0.0, 0.0], [0.0, 0.0, 0.1], [0.0, 0.0, 0.0], [0.0, 0.0, 0.0], [0.0, 0.0, 0.0], [0.0, 0.0, 0.0], [0.0, 0.0, 0.0], [0.0, 0.0, 0.0], [0.0, 0.0, 0.0], [0.0, 0.0, 0.0], [0.0, 0.0, 0.0], [0.0, 0.0, 0.0], [0.0, 0.0, 0.0], [0.0, 0.0, 0.0], [0.0, 0.0, 0.0], [0.0, 0.0, 0.0], [0.0, 0.0, 0.0]]}

# 3
{"formula": "C47H42F3N7PdS3", "method": "ωB97M-V with the def2-TZVPD basis set", "spin_multiplicity": 3, "e_lumo_ev": [-5.14, -6.91], "homo_ha": [-0.462, -0.483], "charge": 2, "total_energy_ha": -3820.5983, "molar_mass_g_mol": 964.52, "elements": ["Pd", "N", "S", "N", "S", "N", "S", "N", "C", "C", "C", "C", "C", "C", "C", "C", "C", "C", "C", "C", "C", "C", "C", "C", "C", "C", "C", "C", "C", "C", "C", "C", "C", "C", "C", "C", "C", "C", "C", "C", "C", "C", "C", "C", "H", "H", "H", "H", "H", "H", "H", "H", "H", "H", "H", "H", "H", "H", "H", "H", "H", "H", "H", "H", "H", "H", "H", "H", "H", "H", "H", "H", "H", "H", "F", "C", "F", "F", "C", "C", "C", "N", "C", "C", "H", "H", "H", "H", "C", "C", "C", "C", "N", "N", "C", "H", "H", "H", "H", "H", "H", "H", "H"], "positions_angstrom": [[1.592, 1.164, -0.793], [-0.132, 2.051, -0.802], [-1.072, 1.403, -1.820], [-1.792, 0.016, -1.751], [-1.984, -1.343, -0.922], [-0.940, -1.697, 0.155], [0.107, -1.002, 1.161], [0.797, 0.275, 0.809], [-0.894, -0.641, 2.594], [-1.665, -1.720, 3.067], [-2.472, -1.579, 4.206], [-2.617, -0.289, 4.772], [-1.828, 0.779, 4.369], [-0.948, 0.553, 3.308], [0.984, -2.461, 1.664], [1.038, -3.451, 0.718], [1.331, -4.799, 1.071], [1.665, -5.094, 2.376], [1.648, -4.065, 3.338], [1.225, -2.761, 2.982], [-2.014, -2.631, -2.139], [-2.540, -2.375, -3.412], [-3.192, -3.432, -4.039], [-3.089, -4.743, -3.615], [-2.218, -4.990, -2.557], [-1.652, -3.937, -1.806], [-3.605, -1.425, -0.289], [-4.467, -0.395, -0.443], [-5.613, -0.445, 0.468], [-5.754, -1.465, 1.389], [-4.948, -2.640, 1.280], [-3.896, -2.638, 0.428], [-2.447, 2.468, -1.680], [-3.307, 2.530, -2.714], [-4.528, 3.218, -2.638], [-4.871, 3.839, -1.439], [-3.898, 3.882, -0.384], [-2.704, 3.180, -0.486], [-0.461, 1.606, -3.456], [-0.472, 0.506, -4.304], [-0.101, 0.690, -5.635], [0.337, 1.935, -6.065], [0.488, 2.958, -5.156], [0.060, 2.817, -3.837], [-1.642, -2.672, 2.566], [-3.089, -2.383, 4.527], [-3.331, -0.150, 5.572], [-1.867, 1.733, 4.948], [-0.282, 1.351, 3.006], [0.798, -3.265, -0.265], [1.382, -5.599, 0.374], [1.869, -6.144, 2.640], [1.877, -4.303, 4.388], [1.046, -2.069, 3.822], [-2.648, -1.327, -3.817], [-3.797, -3.164, -4.917], [-3.561, -5.529, -4.176], [-1.908, -6.043, -2.222], [-0.972, -4.196, -0.964], [-4.350, 0.414, -1.155], [-6.310, 0.361, 0.403], [-6.422, -1.396, 2.280], [-5.110, -3.509, 1.920], [-3.230, -3.507, 0.361], [-3.016, 2.042, -3.636], [-5.310, 3.047, -3.392], [-5.829, 4.332, -1.320], [-4.080, 4.432, 0.544], [-2.069, 3.131, 0.386], [-0.921, -0.382, -3.947], [-0.154, -0.142, -6.362], [0.496, 2.059, -7.084], [0.763, 3.992, -5.470], [-0.078, 3.698, -3.156], [6.487, 4.399, 4.088], [6.018, 3.105, 3.783], [6.219, 2.957, 2.397], [6.798, 2.189, 4.390], [4.572, 2.794, 4.013], [3.569, 3.333, 3.140], [2.243, 3.058, 3.500], [1.888, 2.304, 4.532], [2.818, 1.820, 5.314], [4.184, 2.007, 5.099], [3.800, 3.750, 2.174], [1.481, 3.407, 2.857], [2.428, 1.197, 6.125], [4.971, 1.536, 5.687], [6.694, 2.596, -0.651], [5.573, 1.605, -0.948], [5.404, 0.772, -2.024], [4.141, 0.181, -1.850], [3.640, 0.595, -0.672], [4.479, 1.490, -0.101], [3.573, -0.947, -2.591], [7.616, 2.038, -0.420], [6.449, 3.180, 0.209], [6.878, 3.174, -1.537], [5.952, 0.725, -2.946], [4.345, 1.738, 0.884], [3.211, -0.620, -3.569], [2.758, -1.423, -2.030], [4.407, -1.625, -2.676]], "forces_ev_per_angstrom": [[0.5, 0.0, 0.5], [0.1, -0.4, -1.4], [0.1, 2.7, 1.8], [-0.7, -2.9, 0.6], [2.9, 2.1, -1.1], [-1.4, -0.8, -1.4], [0.4, 3.6, 1.1], [-0.1, -2.6, 1.4], [-1.2, -1.3, 1.3], [-0.4, 0.3, 0.8], [0.4, 1.8, -1.3], [0.1, -0.8, 0.2], [0.0, -0.4, 0.3], [0.8, 1.0, -0.8], [-0.9, -0.5, -0.4], [1.0, -2.8, 1.2], [0.4, 1.9, 0.3], [-0.1, 0.2, 0.8], [-0.3, 0.1, -0.2], [0.8, -0.7, 2.0], [1.1, -0.2, -0.6], [-1.4, 1.1, 0.6], [-0.1, 0.9, -1.3], [0.9, 0.2, 0.4], [1.2, -1.3, 1.0], [-0.4, -0.8, 0.4], [0.6, -1.6, 0.2], [-2.4, 0.1, 1.8], [1.5, -0.2, -1.1], [0.2, -0.5, 0.6], [-0.7, 0.6, 0.6], [1.1, 0.7, -0.5], [-0.2, 0.8, 1.2], [-1.2, 0.3, -1.7], [-0.7, -0.8, 0.8], [1.4, 0.2, 0.5], [-0.6, -0.2, -0.7], [-0.6, -0.3, -0.2], [0.1, -1.6, -0.2], [-0.1, 1.0, -0.8], [0.0, -0.8, 0.0], [-0.2, -0.8, 1.4], [-0.3, 2.0, 0.3], [-0.5, 1.4, 0.4], [0.1, -0.3, -0.1], [-0.3, -0.5, 0.3], [0.0, 0.0, 0.1], [0.2, -0.8, -0.9], [0.0, 0.0, -0.1], [-0.4, 0.5, -2.0], [-0.2, -0.2, -0.8], [0.0, 0.8, 0.1], [-0.2, 0.3, -0.6], [0.2, -0.1, -0.8], [-0.1, -1.4, 0.7], [0.4, -0.4, 0.3], [-0.2, -0.2, 0.1], [-0.7, 1.6, -0.8], [-0.9, 0.5, -0.5], [0.2, 0.0, 0.3], [-0.3, 0.4, 0.2], [0.2, 0.0, -1.2], [-0.2, 0.3, -0.2], [-0.2, 0.5, 0.0], [-0.3, -0.1, -0.1], [0.7, 0.5, 0.1], [0.1, -0.1, 0.0], [-0.2, -0.2, -0.4], [0.3, 0.0, -0.2], [0.0, -0.9, 0.1], [-0.1, 0.5, 0.6], [0.6, 0.4, -1.6], [0.0, -1.1, 0.1], [0.6, -0.9, -0.7], [-1.3, -2.8, -0.4], [1.3, 0.5, -1.3], [0.2, 0.3, 1.4], [-0.2, 1.1, -0.4], [-1.5, 1.0, 0.0], [0.3, -1.5, 1.6], [1.7, -0.2, -0.5], [-0.8, 0.7, -0.2], [0.4, -0.9, 0.6], [0.5, 0.5, -0.5], [0.1, 0.6, 0.1], [-0.9, 0.3, -0.5], [0.5, 0.2, -0.1], [-0.5, 0.2, 0.2], [-0.2, -2.0, -0.1], [0.7, 1.4, 1.6], [-1.1, 0.4, -0.3], [1.0, 0.8, 2.1], [-1.6, -0.5, -0.3], [1.3, -0.5, -2.0], [-0.7, 0.1, -0.2], [-0.3, 0.2, -0.1], [-0.1, 0.6, 0.2], [0.1, 0.5, -0.2], [0.5, 0.0, 0.2], [0.3, 0.0, -0.7], [0.1, -0.3, 0.0], [0.2, 0.1, -0.2], [0.0, -0.6, -0.5]]}